This record from the OMol25 dataset describes a 2-piece molecular cluster, C4H12OS2 overall. The level of theory is wB97M-V/def2-TZVPD.

Geometry as XYZ:
```
19
Properties=species:S:1:pos:R:3:forces:R:3:lowdin_charge:R:1
C -1.880764 0.626656 -1.142429 -0.4142 0.7182 -0.5036 -0.224
C -0.957821 1.841598 -1.269932 0.8880 -0.9867 -0.3312 -0.688
S 0.729182 1.523546 -0.661410 0.9281 0.6531 -1.6295 0.188
S 0.133749 0.776594 1.356569 -0.5191 -0.6969 2.1387 0.253
C 0.253695 -1.026464 1.080151 0.0705 0.4624 0.9835 -0.687
C 0.490007 -1.771951 2.409488 -0.0835 -0.2959 -0.7435 -0.229
H -2.728921 0.771688 -1.816649 -0.0862 -0.1081 -0.3087 0.047
H -2.342191 0.570571 -0.168040 0.2932 -0.3220 0.5232 0.033
H -1.352601 -0.289426 -1.423699 -0.0879 0.1392 0.2149 0.043
H -1.314867 2.745226 -0.794546 -0.4287 0.1476 -0.0289 0.037
H -0.729486 1.996368 -2.325197 -0.4763 0.3876 -0.0187 0.022
H -0.687931 -1.327835 0.619602 0.3231 -0.3468 -0.2115 0.033
H 1.126011 -1.205214 0.453835 -0.2737 -0.0196 -0.3947 0.031
H 0.822256 -2.802554 2.211603 -0.1303 -0.0232 -0.0579 0.049
H -0.415298 -1.823744 3.008592 0.0141 0.1657 0.1996 0.046
H 1.293943 -1.295070 2.955820 0.0109 0.2229 0.2699 0.040
H 1.089673 -2.852891 -2.276433 -0.1157 0.1432 0.0826 0.036
H -0.409644 -2.981403 -2.024026 -0.1162 -0.0532 -0.0161 0.029
O 0.360215 -2.463871 -1.777716 0.2040 -0.1875 -0.1681 -0.059
```
Forces are in eV/Å.

Values from the calculation:
<S²> = 0.754
relative energy (zero: lowest compared OMol25 entry of this formula, charge and spin) = 8.7 kcal per mole
LUMO level (spin up / spin down) = 3.02 / 2.98 eV
charge = -1
spin multiplicity = 2
frontier orbital gap (spin up / spin down) = 2.71 / 6.29 eV

=====

This record from the OMol25 dataset describes a 21-piece molecular cluster, C32H104INO26S2 overall. The level of theory is wB97M-V/def2-TZVPD.

Geometry as XYZ:
```
166
Properties=species:S:1:pos:R:3:forces:R:3:lowdin_charge:R:1
C 2.934870 -3.584461 -0.721159 0.8083 -0.5235 0.5968 -0.118
C 2.254619 -2.241084 -0.080902 1.1207 -1.0754 -0.1260 -0.140
C 1.262616 -1.409305 -1.144701 1.4972 -0.3666 0.3088 -0.320
C 1.081886 -2.177990 -2.614355 0.0862 1.3661 -0.0933 -0.141
S -0.064185 -3.694123 -2.499837 -4.0983 -2.2793 -5.9409 0.814
O 0.441455 -4.912090 -3.310560 -0.3197 3.7425 3.4060 -0.421
O -1.445732 -3.277679 -3.139777 4.5554 -0.4506 2.9633 -0.451
O 0.044956 -1.335287 -0.266100 0.6436 2.9956 0.2965 -0.225
S 0.390463 -0.019724 0.818270 0.5560 2.2638 7.1595 0.915
O -0.759130 0.944543 1.194133 3.3072 -3.3576 -3.5084 -0.298
O 0.981860 -0.378931 2.219411 -1.4878 -0.1958 -5.4151 -0.331
O 1.802260 0.639370 0.044671 -2.6656 -2.3061 -0.3527 -0.239
C 1.666596 0.160232 -1.373465 0.7901 2.0614 -1.2002 -0.327
C 3.032548 0.513625 -2.272637 1.2198 -0.5153 0.7547 -0.104
C 4.397464 -0.197822 -1.729736 1.6400 0.1899 -0.4206 -0.265
C 4.992190 0.471880 -0.317055 -2.0375 1.2237 -1.0220 -0.657
I 7.075099 -0.062405 0.094425 -1.1527 0.0915 -0.2022 0.710
C 0.630757 1.263144 -1.962113 -1.2061 0.9129 -1.0606 -0.122
C -0.803568 0.760901 -2.520702 -1.2430 0.5089 -0.9057 -0.179
C -2.105145 1.599323 -1.887309 0.1005 0.0733 -1.2984 -0.158
C -3.460472 0.670052 -1.901556 -0.6233 0.3700 -0.7076 -0.229
N -4.608531 1.562706 -2.413886 0.7260 -0.8363 -0.0800 -0.054
H 2.196211 -4.487905 -0.882210 1.3208 1.9120 0.3014 0.082
H 3.735792 -3.966815 0.076416 -1.7907 0.8072 -1.8037 0.091
H 3.530641 -3.417048 -1.718789 -1.2104 -0.2074 1.9266 0.075
H 3.130135 -1.579509 0.334298 -1.8563 -1.0725 -1.0323 0.112
H 1.651322 -2.610262 0.881255 1.1004 0.9840 -2.3574 0.124
H 0.554881 -1.478209 -3.425554 0.7352 -1.6500 2.0318 0.133
H 2.132506 -2.443392 -3.115224 -2.3232 0.1933 1.6470 0.140
H -0.373316 -4.038799 -1.150992 0.8939 0.5921 -1.1236 0.118
H 3.252849 1.687018 -2.291770 -0.8716 -2.5370 0.3491 0.141
H 2.898789 0.212515 -3.415447 -0.1406 0.4348 2.5457 0.144
H 4.361196 -1.380455 -1.684097 -0.1279 2.5177 0.0846 0.094
H 5.242955 0.045364 -2.537720 -1.8543 -0.5167 1.6822 0.116
H 4.318714 0.250038 0.613540 1.5025 0.2753 -1.7326 0.044
H 4.979216 1.651923 -0.492960 0.1648 -2.6226 0.4688 0.070
H 1.155838 1.866265 -2.849371 -1.0823 -1.4934 2.0495 0.136
H 0.413424 2.099414 -1.137675 0.6816 -2.0522 -1.6416 0.132
H -1.040616 -0.379138 -2.429026 0.6719 2.0921 0.0797 0.084
H -0.843551 1.006458 -3.688599 0.1358 -0.7169 2.4662 0.125
H -2.314596 2.492590 -2.651113 0.4193 -1.8879 1.7585 0.106
H -1.865406 2.109165 -0.861804 -0.5472 -1.2844 -1.8458 0.090
H -3.772321 0.275425 -0.844674 0.7795 0.7109 -1.9753 0.119
H -3.410137 -0.233630 -2.672865 0.5241 1.6014 1.8375 0.104
H -4.482666 1.681791 -3.460939 -0.4812 -0.4930 1.7990 0.069
H -5.530516 1.118047 -2.198051 1.1547 0.4963 -0.6013 0.072
C 2.912817 0.539891 5.172796 -0.1224 -0.0212 -0.2377 -0.166
O 3.679070 -0.042290 4.134338 0.0282 -0.2555 -0.4843 -0.136
H 3.579555 0.821779 5.991074 -0.0540 -0.0437 -0.1880 0.085
H 2.404572 1.430961 4.796244 -0.0547 0.0392 0.2744 0.063
H 2.179763 -0.184634 5.536037 -0.1199 0.1366 0.1973 0.078
H 3.061131 -0.282081 3.423044 0.2312 0.1027 0.3050 0.044
C 0.900544 -8.395118 -3.389257 -0.2276 0.1139 0.1484 -0.169
O 1.045724 -7.956859 -4.727661 0.0468 0.4350 -0.4188 -0.128
H 1.310261 -9.403893 -3.299340 -0.0296 0.2310 -0.0855 0.084
H 1.445841 -7.721914 -2.723256 -0.1266 -0.1950 0.2239 0.066
H -0.159124 -8.409415 -3.122520 0.0342 -0.0786 0.2325 0.059
H 0.673663 -7.059947 -4.776741 0.2130 -0.4120 0.0219 0.065
C -6.859945 3.468600 0.520934 0.1642 -0.1077 -0.1570 -0.160
O -6.518404 2.978074 -0.762501 0.1739 0.0828 0.0824 -0.150
H -7.948186 3.490139 0.614997 0.1464 -0.0105 -0.0653 0.079
H -6.443087 2.809774 1.286629 -0.0878 0.1030 0.2175 0.060
H -6.465788 4.480652 0.641933 -0.1113 0.0929 0.2541 0.070
H -5.547683 2.970444 -0.816629 -0.3503 -0.2104 -0.3993 0.047
C -2.804853 5.261022 -3.695819 -0.1895 0.0754 0.0294 -0.171
O -2.038600 4.678841 -4.734277 0.0340 -0.3605 -0.7261 -0.142
H -2.138115 5.542910 -2.877541 -0.1745 -0.1355 -0.2454 0.060
H -3.313098 6.152092 -4.072372 -0.1112 0.0851 0.1915 0.077
H -3.537907 4.536497 -3.332578 -0.0598 0.1760 0.2656 0.068
H -2.656540 4.439050 -5.445571 0.4496 0.1218 0.3830 0.078
C 0.174140 2.518019 7.432480 -0.0941 -0.0840 -0.1652 -0.165
O 0.876654 3.067697 6.333026 -0.0194 0.0177 -0.5236 -0.140
H 0.611075 2.897785 8.359003 -0.0093 -0.0124 -0.2143 0.081
H -0.876469 2.813858 7.379475 -0.0708 -0.1143 0.2485 0.074
H 0.258487 1.428653 7.412074 -0.1286 -0.0457 0.2396 0.073
H 0.466999 2.712971 5.525783 0.2922 0.2486 0.4148 0.076
C 2.682873 3.749061 0.496986 -0.0138 0.1817 0.1435 -0.157
O 2.828053 4.187320 -0.841418 -0.1547 0.3827 -0.4387 -0.135
H 3.092590 2.740287 0.586903 -0.0811 0.2105 -0.0711 0.056
H 3.228170 4.422265 1.162987 -0.0591 -0.1485 0.2116 0.084
H 1.623206 3.734765 0.763724 0.0156 -0.1487 0.2757 0.075
H 2.455993 5.084232 -0.890498 0.2817 -0.5123 -0.1025 0.083
C -2.377615 5.398397 0.654781 0.1794 0.1625 0.1347 -0.140
O -2.036075 4.907871 -0.628655 0.4696 -0.1768 -0.2860 -0.147
H -3.465856 5.419937 0.748843 0.1433 -0.0851 -0.1297 0.076
H -1.960758 4.739571 1.420476 -0.1128 0.1189 0.2159 0.078
H -1.983458 6.410449 0.775779 -0.0783 -0.0168 0.2637 0.063
H -1.065353 4.900242 -0.682783 -0.5480 -0.0146 -0.0256 0.081
C -0.618391 8.972912 2.599925 0.1810 0.1851 0.0225 -0.174
O -0.069604 8.044254 1.682919 0.6088 -0.3401 -0.3591 -0.144
H -1.699008 8.821787 2.654757 0.2440 -0.0620 -0.0550 0.071
H -0.179674 8.813440 3.587957 -0.2046 0.1991 0.1111 0.083
H -0.411761 9.989934 2.257551 -0.1802 0.0454 0.2426 0.074
H 0.889324 8.202322 1.655332 -0.5800 -0.1432 -0.0298 0.081
C -5.077615 1.065080 3.490419 0.1710 -0.0120 -0.1135 -0.171
O -4.736075 0.574554 2.206983 0.4241 -0.1088 -0.2578 -0.131
H -6.165856 1.086619 3.584481 0.1684 0.0359 -0.1187 0.073
H -4.660758 0.406254 4.256114 -0.0641 0.1077 0.2472 0.074
H -4.683458 2.077132 3.611417 -0.1293 0.0422 0.2758 0.083
H -3.765353 0.566925 2.152856 -0.4967 -0.0110 -0.1016 0.074
C 8.882514 2.521737 -2.699605 -0.0790 0.1855 -0.1013 -0.174
O 7.659986 2.918713 -3.293161 -0.2522 0.2571 -0.1624 -0.139
H 8.770582 1.512408 -2.296732 -0.0682 0.1758 -0.0811 0.037
H 9.672961 2.525066 -3.454119 0.1313 -0.1555 0.2069 0.052
H 9.135141 3.209466 -1.888767 0.2360 -0.1317 0.0856 0.085
H 7.789701 3.817173 -3.641345 0.0033 -0.3894 0.0492 0.056
C -3.104853 11.802500 4.589321 -0.1837 -0.0028 -0.0945 -0.157
O -2.338600 11.220319 3.550864 -0.0920 -0.1889 -0.4629 -0.146
H -2.438115 12.084388 5.407600 -0.0386 -0.0850 -0.1997 0.081
H -3.613098 12.693570 4.212769 -0.0950 0.0648 0.2509 0.076
H -3.837907 11.077975 4.952562 -0.0819 0.1651 0.2024 0.077
H -2.956540 10.980528 2.839569 0.4270 0.1324 0.3510 0.085
C -3.142877 -8.261556 -2.176698 -0.0232 -0.0820 -0.2152 -0.167
O -2.786349 -9.567797 -1.763061 0.1687 -0.5124 -0.1907 -0.136
H -3.296507 -7.638461 -1.292544 0.0377 -0.1809 -0.0903 0.080
H -2.338437 -7.838069 -2.783036 -0.1381 0.2729 -0.0337 0.058
H -4.068220 -8.301898 -2.756666 0.0016 0.3022 -0.0138 0.080
H -2.656725 -10.097224 -2.568166 -0.0543 0.2413 0.5297 0.082
C 5.042228 -9.211568 -3.338461 -0.0964 -0.0231 -0.2116 -0.157
O 3.864279 -8.539448 -2.932059 -0.2037 0.4180 -0.0832 -0.143
H 5.396876 -9.836127 -2.515217 -0.1184 0.1504 -0.1849 0.069
H 4.822929 -9.842405 -4.203368 0.2329 -0.0806 -0.0321 0.084
H 5.811237 -8.478483 -3.594315 0.2271 -0.2264 -0.0603 0.080
H 3.573336 -7.993585 -3.682176 -0.0408 -0.3049 0.3812 0.074
C 3.021929 -4.883416 2.843869 -0.0229 -0.1389 0.2317 -0.153
O 1.727539 -4.630727 2.328919 -0.6161 -0.1076 -0.0076 -0.142
H 3.757524 -4.360554 2.228162 -0.1781 -0.0433 0.1057 0.064
H 3.084028 -4.517491 3.871659 0.2682 -0.0363 -0.0186 0.082
H 3.223196 -5.957159 2.815264 0.2488 0.0375 0.0606 0.081
H 1.096670 -5.107107 2.894919 0.2855 0.3327 -0.3838 0.089
C -3.357772 -0.711221 -5.802705 0.0117 0.0183 -0.1967 -0.157
O -4.535721 -0.039100 -5.396302 -0.3700 0.4764 -0.1388 -0.143
H -3.003124 -1.335779 -4.979460 -0.1073 0.1030 -0.0605 0.063
H -3.577071 -1.342057 -6.667611 0.2435 -0.1115 0.0168 0.081
H -2.588763 0.021864 -6.058558 0.2154 -0.1643 -0.0383 0.074
H -4.826664 0.506763 -6.146419 0.0521 -0.3276 0.4773 0.086
C -6.525716 0.338839 7.017550 0.1688 -0.2253 -0.0902 -0.163
O -7.441053 0.323238 5.937555 -0.1272 -0.1904 -0.5472 -0.138
H -6.950408 0.926594 7.834715 -0.0071 -0.0763 -0.1899 0.082
H -6.348139 -0.683335 7.360680 0.1420 0.1261 0.2507 0.067
H -5.586543 0.794237 6.693795 0.1286 0.0406 0.2350 0.067
H -7.037256 -0.204986 5.228179 -0.3163 0.2965 0.3821 0.065
C -5.418391 -3.206559 -3.044637 0.2352 0.0627 -0.0167 -0.162
O -4.869604 -4.135217 -3.961644 0.4419 -0.1685 -0.2339 -0.135
H -6.499008 -3.357683 -2.989805 0.1776 -0.0421 -0.0768 0.081
H -4.979674 -3.366030 -2.056606 -0.1412 0.1855 0.1392 0.076
H -5.211761 -2.189537 -3.387012 -0.1558 0.1500 0.1893 0.061
H -3.910676 -3.977148 -3.989230 -0.4306 -0.1427 0.0182 0.056
C 10.442228 4.548654 -5.226045 0.1246 0.0453 -0.2321 -0.157
O 9.264279 5.220775 -4.819643 -0.4933 0.3516 -0.1080 -0.132
H 10.796876 3.924096 -4.402800 -0.0990 0.2221 -0.1538 0.064
H 10.222929 3.917817 -6.090951 0.2377 -0.1124 0.0119 0.085
H 11.211237 5.281739 -5.481898 0.1585 -0.1805 -0.0296 0.079
H 8.973336 5.766637 -5.569759 0.0669 -0.2882 0.5140 0.091
C 6.911348 -9.492102 0.108258 -0.1252 0.1559 -0.0313 -0.162
O 7.191241 -8.859145 -1.126852 -0.0836 0.4000 -0.1968 -0.147
H 7.699205 -10.218193 0.321922 -0.0886 0.1510 -0.1204 0.081
H 6.882837 -8.743746 0.904035 -0.0389 -0.1932 0.2077 0.075
H 5.950369 -10.008536 0.044506 -0.0099 -0.1167 0.2502 0.074
H 6.475885 -8.221157 -1.289718 0.4290 -0.3409 0.0284 0.070
C -8.204853 -1.916610 10.110066 -0.1589 -0.0214 -0.1258 -0.167
O -7.438600 -2.498791 9.071608 -0.0392 -0.2390 -0.5139 -0.141
H -7.538115 -1.634722 10.928344 -0.0344 -0.0891 -0.1915 0.080
H -8.713098 -1.025540 9.733513 -0.1056 0.0720 0.2378 0.074
H -8.937907 -2.641135 10.473307 -0.0825 0.1679 0.2026 0.075
H -8.056540 -2.738582 8.360314 0.4230 0.1159 0.3632 0.085
```
Forces are in eV/Å.

Values from the calculation:
LUMO level = -1.00 eV
frontier orbital gap = 7.80 eV

=====

Results for total energy: -1031.1833; -4385.9022 (in a.u., following the order of the records).
Results for strongest force on any atom: 2.31; 7.57 (in eV/Å, following the order of the records).